[1]
C3H6N2O | ωB97M-V/def2-TZVPD

Values from the calculation:
- structure (SMILES) = [H]/N=C(C)\C=N/O
- max |F| (hartree/bohr) = 0.0345
- ΔE to the lowest compared entry with this formula, charge and spin (kJ/mol) = 293.7
- E_LUMO (eV) = 0.472

Each line ends with the Mulliken charge.
Atoms and positions in Å:
H 0.98 -1.54 0.12  0.40
N -0.03 -1.53 -0.09  -0.73
C -0.42 -0.30 -0.03  0.85
C -1.85 0.07 -0.31  -1.16
C 0.50 0.83 0.37  -0.17
N 1.79 0.82 0.40  -0.45
O 2.35 -0.40 0.00  -0.39
H -2.39 -0.79 -0.70  0.31
H -1.88 0.88 -1.05  0.32
H -2.32 0.41 0.61  0.31
H -0.03 1.76 0.66  0.35
H 3.31 -0.22 0.03  0.36


[2]
C12H35Br3ClFKNO9PS | ωB97M-V/def2-TZVPD

Values from the calculation:
- max |F| (hartree/bohr) = 0.0973
- E_LUMO (eV) = -1.033
- charge = -1

Each line ends with the Mulliken charge.
Atoms and positions in Å:
C -2.36 -0.75 -0.69  -0.91
C -2.28 -2.20 -1.06  0.88
O -3.28 -2.83 -1.34  -0.62
O -1.08 -2.83 -1.04  -0.26
C -0.26 -2.47 -2.15  0.21
C 0.39 -3.66 -2.74  -0.35
S -0.72 -4.64 -3.83  -0.02
C -1.76 -3.48 -4.74  -0.64
C -0.90 -2.55 -5.61  -0.30
C -1.60 -1.23 -6.01  -0.63
N -2.81 -0.97 -5.25  -0.61
H -3.40 -0.46 -0.77  0.38
H -1.82 -0.15 -1.42  0.27
H -1.97 -0.53 0.30  0.25
H -0.79 -1.83 -2.86  -0.09
H 0.62 -1.83 -1.74  -0.44
H 1.26 -3.35 -3.32  0.29
H 0.71 -4.33 -1.95  0.45
H 0.10 -5.16 -4.76  0.22
H -2.36 -2.97 -3.99  0.27
H -2.40 -4.09 -5.37  0.54
H 0.06 -2.39 -5.12  -0.03
H -0.67 -3.10 -6.52  0.60
H -1.80 -1.28 -7.07  0.46
H -0.85 -0.44 -5.89  0.35
H -2.57 -0.90 -4.27  0.07
H -3.22 -0.10 -5.52  0.28
C 0.15 3.99 4.35  -0.86
O -0.06 2.66 4.78  -0.06
P -1.13 1.83 3.97  1.02
O -1.07 1.95 2.53  -0.63
O -2.57 2.28 4.53  -0.31
C -2.77 2.37 5.93  -0.69
O -0.92 0.40 4.58  -0.33
C -1.59 -0.68 3.89  -0.74
H 0.43 4.58 5.21  0.32
H 0.98 3.98 3.58  0.28
H -0.75 4.44 3.91  0.37
H -2.59 3.39 6.27  0.23
H -2.10 1.69 6.47  0.32
H -3.80 2.09 6.15  0.25
H -2.64 -0.42 3.71  0.29
H -1.54 -1.57 4.49  0.27
H -1.09 -0.87 2.94  0.29
Br 2.58 4.89 4.20  -0.43
Cl 1.95 -1.38 -0.59  -0.64
O 4.40 4.49 6.78  -0.06
H 4.33 3.51 6.92  0.39
H 4.14 4.76 5.77  -0.02
H 5.32 4.83 7.03  0.12
K 6.88 5.62 6.27  0.30
O 1.86 4.64 8.45  -0.60
H 1.76 3.78 8.01  0.30
H 2.73 4.96 8.18  0.32
Br 2.79 -2.99 -7.25  -0.16
C 2.22 -1.14 -7.02  0.11
C 3.15 -0.37 -6.13  -0.59
Br 2.89 -0.82 -4.26  -0.07
H 1.20 -1.17 -6.64  -0.42
H 2.22 -0.72 -8.03  0.43
H 2.94 0.70 -6.20  0.34
H 4.20 -0.55 -6.35  0.39
O -0.16 -3.21 3.39  -0.85
H 0.04 -3.66 2.56  0.19
F 1.41 2.30 2.32  -0.69


[3]
C11H16N5OReS | ωB97M-V/def2-TZVPD

Values from the calculation:
- max |F| (hartree/bohr) = 0.0111
- ΔE to the lowest compared entry with this formula, charge and spin (kJ/mol) = 10.4
- E_LUMO (alpha / beta) (eV) = -12.959 / -12.862
- <S²> = 3.800
- 2S+1 = 4
- charge = +3

Each line ends with the Mulliken charge.
Atoms and positions in Å:
Re -1.76 -1.05 0.11  1.31
N 1.04 -2.97 2.88  -0.33
C 0.20 -2.15 2.28  0.83
S 0.09 -2.27 0.48  -0.22
N -0.50 -1.26 2.91  -1.14
N -1.26 -0.50 2.08  0.54
C -1.77 0.59 2.55  0.11
C -2.44 1.42 1.58  0.60
C -2.97 2.66 1.82  -0.84
C -3.49 3.40 0.75  -0.13
C -3.44 2.87 -0.53  -0.78
C -2.90 1.61 -0.72  0.21
N -2.41 0.89 0.32  -0.38
H 1.60 -3.64 2.38  0.22
H 1.15 -2.91 3.88  0.28
H -1.62 0.86 3.59  0.51
H -2.98 3.07 2.83  0.47
H -3.91 4.38 0.92  0.48
H -3.82 3.41 -1.38  0.43
H -2.84 1.16 -1.70  0.47
C -2.17 -1.61 -4.28  -0.91
N -2.75 -2.76 -3.55  0.05
C -3.32 -3.81 -4.43  -1.00
C -2.74 -2.89 -2.27  1.20
C -3.25 -4.10 -1.56  -1.48
O -2.23 -1.90 -1.53  -0.92
H -1.48 -2.00 -5.02  0.37
H -1.65 -0.95 -3.60  0.31
H -2.98 -1.09 -4.79  0.37
H -3.70 -3.32 -5.32  0.35
H -4.13 -4.33 -3.93  0.44
H -2.52 -4.50 -4.71  0.38
H -2.89 -5.01 -2.03  0.44
H -4.35 -4.12 -1.60  0.41
H -2.94 -4.08 -0.52  0.34


Q: Number 3 is which compound?
A: C11H16N5OReS


Q: The highest max |F| belongs to which entry?
A: C12H35Br3ClFKNO9PS


Q: max |F| of number 1 (C3H6N2O)?
A: 0.0345 hartree/bohr


Q: Among the records above, which one has the lowest max |F|?
A: C11H16N5OReS